# 1
A 2-piece molecular cluster, C6H12O overall. Source: the Open Molecules 2025 dataset; level of theory: wB97M-V/def2-TZVPD.

Each line ends with the Löwdin charge.
Geometry (Å):
O1 0.90280 1.53966 0.30980  -0.08
C1 -0.44730 -0.02480 -0.09775  -0.38
C2 1.07142 0.16220 -0.09530  -0.33
C3 -0.52079 1.47187 0.14027  -0.12
C4 -1.26933 -0.83706 -0.92270  -0.05
C5 1.71320 0.03824 -1.46085  -0.03
C6 -0.64037 -0.62512 1.91556  -0.06
H1 1.77552 -1.01446 -1.75748  0.09
H2 2.72408 0.45606 -1.42898  0.09
H3 1.13106 0.57564 -2.21503  0.09
H4 -1.07166 1.82506 1.01546  0.13
H5 0.02455 0.12576 2.34471  0.04
H6 -1.65508 -0.51466 2.31945  0.05
H7 -2.25272 -0.48420 -1.21078  0.06
H8 -1.14079 -0.92346 0.52474  0.11
H9 1.62236 -0.40722 0.65942  0.15
H10 -0.85698 2.00344 -0.76021  0.13
H11 -0.24967 -1.63427 2.09568  0.05
H12 -0.86030 -1.73272 -1.37604  0.06

Values from the calculation:
ΔE to the lowest compared entry with this formula, charge and spin in kcal per mole: 143.3
LUMO energy in eV: 0.93
Frontier orbital gap in eV: 8.0
2S+1: 1
DFT total energy in hartree: -310.83096
HOMO level in eV: -7.092

=====

# 2
One molecule with the formula C6H12O. Source: the Open Molecules 2025 dataset; level of theory: wB97M-V/def2-TZVPD.

Each line ends with the Löwdin charge.
Geometry (Å):
O1 1.60172 0.77239 2.88397  0.06
C1 -1.38183 -0.55687 -0.42795  -0.29
C2 1.75521 -0.18118 2.17291  -0.27
C3 0.66538 0.91282 0.07883  -0.20
C4 1.56381 -0.16532 0.67650  -0.17
C5 -1.39029 -0.57372 -1.95802  -0.11
C6 -0.87006 0.74767 0.14056  -0.22
H1 -0.37504 -0.43799 -2.33068  0.06
H2 -1.94408 0.28155 -2.36021  0.08
H3 1.21397 -1.17730 0.37231  0.11
H4 -1.71082 -1.57594 -2.25341  0.07
H5 -0.78877 -1.40008 -0.03873  0.09
H6 2.55558 -0.16696 0.19966  0.12
H7 0.81510 1.86930 0.59513  0.11
H8 0.95800 1.12675 -0.94737  0.10
H9 2.23872 -1.10153 2.54596  0.12
H10 -1.29537 1.58220 -0.42949  0.11
H11 -2.38062 -0.87456 -0.07673  0.11
H12 -1.23061 0.91877 1.15675  0.11

Values from the calculation:
ΔE to the lowest compared entry with this formula, charge and spin in kcal per mole: 18.4
LUMO energy in eV: 0.98
SMILES: CCCCCC=O
Frontier orbital gap in eV: 10.8
2S+1: 1
DFT total energy in hartree: -311.02988
HOMO level in eV: -9.868

=====

# 3
One molecule with the formula C6H12O. Source: the Open Molecules 2025 dataset; level of theory: wB97M-V/def2-TZVPD.

Each line ends with the Löwdin charge.
Geometry (Å):
O1 -1.83084 0.59905 1.59348  -0.02
C1 0.70431 -0.11822 0.18437  -0.42
C2 1.53984 1.16474 0.12182  -0.07
C3 1.48521 -1.30338 -0.37988  -0.07
C4 -0.60718 0.08263 -0.54657  -0.23
C5 -1.79519 -0.82890 -0.35424  -0.06
C6 -1.83207 0.55662 0.19426  -0.34
H1 2.42207 -1.45706 0.16867  0.08
H2 0.89478 -2.22355 -0.31887  0.08
H3 1.73708 -1.13325 -1.43445  0.08
H4 1.00014 2.02132 0.54407  0.08
H5 1.79264 1.41457 -0.91725  0.08
H6 0.46548 -0.32383 1.23584  0.14
H7 -2.45376 1.30868 -0.29310  0.14
H8 -1.37897 1.39957 1.88645  0.10
H9 -1.70738 -1.60470 0.40275  0.12
H10 -2.42459 -1.08367 -1.20204  0.10
H11 -0.49197 0.47708 -1.55822  0.14
H12 2.48040 1.05232 0.67291  0.08

Values from the calculation:
ΔE to the lowest compared entry with this formula, charge and spin in kcal per mole: 25.7
LUMO energy in eV: 0.95
SMILES: CC(C)[C@H]1C[C@H]1O
Frontier orbital gap in eV: 10.6
2S+1: 1
DFT total energy in hartree: -311.01828
HOMO level in eV: -9.642

=====

# 4
One molecule with the formula C6H12O. Source: the Open Molecules 2025 dataset; level of theory: wB97M-V/def2-TZVPD.

Each line ends with the Löwdin charge.
Geometry (Å):
O1 -0.67598 2.03476 0.38879  -0.01
C1 -1.49607 -0.16743 1.14019  -0.04
C2 -1.25507 0.81567 0.04082  -0.32
C3 -0.41176 -0.42775 0.10676  -0.43
C4 1.06943 -0.21468 0.46151  -0.17
C5 -0.73162 -1.55956 -0.85800  -0.04
C6 1.90718 0.78224 -0.39797  -0.08
H1 -1.98202 0.89482 -0.76558  0.14
H2 1.68929 1.86196 -0.35808  0.07
H3 -0.71164 -2.53540 -0.35279  0.09
H4 0.26746 1.93398 0.23557  0.03
H5 -0.02912 -1.59939 -1.69744  0.08
H6 -2.39903 -0.77283 1.08681  0.11
H7 2.94708 0.72417 -0.06423  0.08
H8 1.58530 -1.17502 0.34250  0.11
H9 1.16146 0.04221 1.52377  0.12
H10 1.86577 0.52460 -1.46092  0.08
H11 -1.21643 0.14448 2.14320  0.11
H12 -1.73988 -1.43990 -1.27286  0.08

Values from the calculation:
ΔE to the lowest compared entry with this formula, charge and spin in kcal per mole: 33.6
LUMO energy in eV: 0.96
SMILES: CC[C@@]1(C)C[C@H]1O
Frontier orbital gap in eV: 10.4
2S+1: 1
DFT total energy in hartree: -311.00567
HOMO level in eV: -9.478

=====

# 5
One molecule with the formula C6H12O. Source: the Open Molecules 2025 dataset; level of theory: wB97M-V/def2-TZVPD.

Each line ends with the Löwdin charge.
Geometry (Å):
O1 1.13045 -1.65872 0.44216  -0.07
C1 1.37774 -0.26696 0.60133  -0.44
C2 -2.44392 0.59378 0.23630  -0.07
C3 2.30019 0.24583 -0.50587  -0.05
C4 0.06770 0.54633 0.70203  -0.12
C5 -0.95161 -0.78409 -1.19714  0.05
C6 -1.09340 0.03694 -0.15104  -0.36
H1 2.58960 1.27947 -0.27535  0.08
H2 0.21784 -1.83847 0.69728  0.08
H3 -2.46299 1.64429 -0.08132  0.08
H4 0.03567 -1.10031 -1.52439  0.06
H5 -3.25131 0.06507 -0.28116  0.07
H6 1.80874 0.24637 -1.48598  0.08
H7 0.25853 1.60404 0.45690  0.13
H8 1.92032 -0.16689 1.55246  0.13
H9 -1.82457 -1.20266 -1.70186  0.07
H10 3.20897 -0.36279 -0.56114  0.08
H11 -0.24900 0.53790 1.75742  0.12
H12 -2.63895 0.58086 1.31934  0.08

Values from the calculation:
ΔE to the lowest compared entry with this formula, charge and spin in kcal per mole: 23.9
LUMO energy in eV: 0.95
SMILES: C=C(C)C[C@H](C)O
Frontier orbital gap in eV: 10.3
2S+1: 1
DFT total energy in hartree: -311.02120
HOMO level in eV: -9.373

=====

# 6
C6H12O as an isolated structure. Source: the Open Molecules 2025 dataset; level of theory: wB97M-V/def2-TZVPD.

Each line ends with the Löwdin charge.
Geometry (Å):
O1 -3.00932 0.48888 -0.67036  -0.07
C1 1.35784 -0.38263 0.82032  -0.28
C2 2.63675 0.02730 0.08712  -0.12
C3 -2.49834 0.28732 0.64049  -0.13
C4 -1.74576 0.17781 -1.14987  -0.13
C5 0.09207 0.32617 0.42771  -0.12
C6 -1.12689 -0.34366 0.16474  -0.32
H1 1.21590 -1.46608 0.71735  0.11
H2 0.51688 -0.43687 -1.82676  0.07
H3 2.59282 -0.25771 -0.96917  0.05
H4 -3.13456 -0.36494 1.24517  0.12
H5 -0.09470 -0.72260 -2.17407  0.09
H6 -1.27562 0.97648 -1.74395  0.09
H7 1.51302 -0.19270 1.89678  0.11
H8 -1.09679 -1.43360 0.24624  0.14
H9 3.51270 -0.45694 0.53441  0.07
H10 2.78957 1.11083 0.13850  0.07
H11 -2.32633 1.24959 1.12549  0.12
H12 0.08076 1.41337 0.48987  0.12

Values from the calculation:
ΔE to the lowest compared entry with this formula, charge and spin in kcal per mole: 135.4
LUMO energy (alpha / beta) in eV: 0.40 / 0.65
Frontier orbital gap (alpha / beta) in eV: 7.9 / 8.2
2S+1: 1
DFT total energy in hartree: -310.84351
HOMO level (alpha / beta) in eV: -7.547 / -7.505

=====

# 7
One molecule with the formula C6H12O. Source: the Open Molecules 2025 dataset; level of theory: wB97M-V/def2-TZVPD.

Each line ends with the Löwdin charge.
Geometry (Å):
O1 0.77020 -1.20683 -0.89993  -0.13
C1 -0.60817 -1.44344 -0.68023  -0.16
C2 2.22303 0.59720 -0.59531  -0.05
C3 -2.05387 0.90973 -0.10016  -0.07
C4 0.17100 0.19728 0.93146  -0.10
C5 1.35273 -0.42078 0.14139  -0.38
C6 -1.15547 -0.33958 0.26292  -0.28
H1 -2.87046 0.88332 -0.84859  0.07
H2 2.64215 1.37083 0.05752  0.08
H3 0.24009 -0.04680 1.99996  0.11
H4 1.98048 -1.04715 0.80947  0.14
H5 1.58356 1.07377 -1.34711  0.09
H6 -1.05517 -1.67107 -1.66536  0.13
H7 -2.54831 1.11882 0.86032  0.07
H8 -1.45931 1.81857 -0.28487  0.06
H9 -1.72728 -0.87042 1.04201  0.12
H10 3.03953 0.08875 -1.12236  0.08
H11 0.20988 1.29111 0.84748  0.10
H12 -0.71312 -2.36622 -0.09114  0.11

Values from the calculation:
ΔE to the lowest compared entry with this formula, charge and spin in kcal per mole: 24.5
LUMO energy in eV: 1.04
SMILES: C[C@H]1CO[C@@H](C)C1
Frontier orbital gap in eV: 10.4
2S+1: 1
DFT total energy in hartree: -311.02019
HOMO level in eV: -9.409

=====

# 8
A 2-piece molecular cluster, C6H12O overall. Source: the Open Molecules 2025 dataset; level of theory: wB97M-V/def2-TZVPD.

Each line ends with the Löwdin charge.
Geometry (Å):
O1 1.07800 1.33748 -3.22456  -0.06
C1 1.43336 -0.70075 1.20641  -0.17
C2 0.45547 -0.47698 0.33579  -0.14
C3 2.87757 -0.36376 0.90272  -0.10
C4 -0.94726 -0.76917 0.66197  -0.12
C5 -1.91818 -0.01654 0.12396  -0.17
C6 -3.23123 0.43994 0.68609  -0.09
H1 0.79969 -0.34033 -0.69004  0.09
H2 -1.73068 0.31775 -0.89402  0.10
H3 1.23742 -0.85354 2.26429  0.10
H4 -3.92902 0.69693 -0.10412  0.07
H5 -1.12403 -1.34160 1.56994  0.11
H6 1.03279 2.02132 -2.54515  0.04
H7 3.23791 0.54102 1.39133  0.07
H8 -2.98642 1.40068 1.13676  0.08
H9 3.50772 -1.21562 1.13871  0.07
H10 2.93065 -0.15088 -0.16493  0.06
H11 -3.61883 -0.23146 1.44272  0.07
H12 0.67968 0.57752 -2.77613  0.01

Values from the calculation:
ΔE to the lowest compared entry with this formula, charge and spin in kcal per mole: 46.3
LUMO energy in eV: 0.88
SMILES: C/C=C/C=C/C.O
Frontier orbital gap in eV: 9.3
2S+1: 1
DFT total energy in hartree: -310.98541
HOMO level in eV: -8.387

=====

# 9
A 2-piece molecular cluster, C6H12O overall. Source: the Open Molecules 2025 dataset; level of theory: wB97M-V/def2-TZVPD.

Each line ends with the Löwdin charge.
Geometry (Å):
O1 4.34727 -0.66994 2.95345  -0.06
C1 0.24081 0.22737 -1.06798  -0.35
C2 0.64281 1.51425 -0.94643  0.02
C3 -2.90866 -0.06774 1.19084  -0.11
C4 -1.12944 -0.06105 -0.57302  -0.12
C5 -1.72404 0.49087 0.48071  -0.16
C6 0.78985 -0.77153 -2.05422  -0.07
H1 -1.32238 1.41150 0.88442  0.10
H2 -3.86159 0.32474 0.82823  0.08
H3 0.72074 -1.79502 -1.67326  0.07
H4 -1.69192 -0.76880 -1.18938  0.11
H5 -0.10593 2.28187 -1.10077  0.07
H6 -2.82424 0.01115 2.27187  0.07
H7 1.86374 -0.57909 -2.08193  0.08
H8 4.07409 -0.07600 2.24108  0.03
H9 1.66655 1.84762 -0.96352  0.05
H10 0.30290 -0.70046 -3.02040  0.09
H11 -2.92392 -1.13713 0.96835  0.07
H12 3.84335 -1.48261 2.85195  0.03

Values from the calculation:
ΔE to the lowest compared entry with this formula, charge and spin in kcal per mole: 61.5
LUMO energy in eV: 0.58
SMILES: C=C(C)/C=C/C.O
Frontier orbital gap in eV: 8.9
2S+1: 1
DFT total energy in hartree: -310.96132
HOMO level in eV: -8.298

=====

# 10
One molecule with the formula C6H12O. Source: the Open Molecules 2025 dataset; level of theory: wB97M-V/def2-TZVPD.

Each line ends with the Löwdin charge.
Geometry (Å):
O1 1.45347 -0.77029 -1.95094  -0.15
C1 -0.32989 -0.21639 0.87934  -0.26
C2 1.16297 1.40473 -0.73302  -0.04
C3 -0.00831 1.15300 0.24285  -0.17
C4 -0.42038 -1.65350 0.33450  -0.07
C5 -1.73510 -0.00109 2.04864  0.06
C6 1.20158 0.74744 -2.05222  -0.22
H1 0.16190 -1.76149 -0.56235  0.04
H2 -2.64212 -0.36879 1.53045  0.02
H3 -0.31009 -0.24218 1.99512  0.05
H4 2.01024 2.07696 -0.44626  0.10
H5 -0.21135 -2.30329 1.11665  0.05
H6 -1.49293 -1.88812 -0.03479  0.11
H7 -0.89433 1.38589 -0.32960  0.12
H8 1.95814 1.10943 -2.74476  0.10
H9 1.68379 -0.96570 -1.00852  0.06
H10 0.03033 1.71867 1.16479  0.10
H11 -1.83856 -0.06923 3.11357  0.01
H12 0.22064 0.64395 -2.56344  0.11

Values from the calculation:
ΔE to the lowest compared entry with this formula, charge and spin in kcal per mole: 238.5
LUMO energy in eV: -2.34
Frontier orbital gap in eV: 4.0
2S+1: 1
DFT total energy in hartree: -310.67916
HOMO level in eV: -6.322

=====

# 11
One molecule with the formula C6H12O. Source: the Open Molecules 2025 dataset; level of theory: wB97M-V/def2-TZVPD.

Each line ends with the Löwdin charge.
Geometry (Å):
O1 0.50886 -0.23205 0.79345  -0.15
C1 2.60316 0.87555 -0.02397  -0.07
C2 -1.94349 -0.81326 1.07936  -0.06
C3 1.61625 -0.29934 -0.11930  -0.26
C4 -1.72332 -0.47349 -0.36828  -0.28
C5 -1.41758 0.96833 -0.68848  -0.07
C6 -0.58967 -1.06674 0.45629  -0.29
H1 -1.12660 1.06353 -1.73764  0.08
H2 -0.54883 1.22508 -0.07652  0.07
H3 -0.30232 -2.10493 0.30622  0.14
H4 1.25344 -0.35042 -1.15565  0.12
H5 3.45352 0.65941 -0.68968  0.08
H6 2.18353 1.83128 -0.35870  0.07
H7 -2.21950 1.66912 -0.44770  0.08
H8 -2.11467 0.01399 1.76422  0.11
H9 2.17392 -1.22333 0.08662  0.12
H10 3.01687 1.01431 0.97998  0.07
H11 -2.27345 -1.06499 -1.10774  0.13
H12 -2.55012 -1.69206 1.30750  0.10

Values from the calculation:
ΔE to the lowest compared entry with this formula, charge and spin in kcal per mole: 41.6
LUMO energy in eV: 1.16
SMILES: CCO[C@H]1C[C@H]1C
Frontier orbital gap in eV: 10.5
2S+1: 1
DFT total energy in hartree: -310.99300
HOMO level in eV: -9.386

=====

# 12
One molecule with the formula C6H12O. Source: the Open Molecules 2025 dataset; level of theory: wB97M-V/def2-TZVPD.

Each line ends with the Löwdin charge.
Geometry (Å):
O1 -1.02371 -0.13912 -1.12108  -0.11
C1 -0.77571 1.22905 -0.83362  -0.19
C2 -0.67486 -2.30197 -0.15062  -0.05
C3 -0.06446 -0.08659 0.98982  -0.10
C4 -1.07564 -0.85461 0.11079  -0.38
C5 1.81916 1.28002 -0.31458  -0.06
C6 0.23039 1.28330 0.31642  -0.27
H1 -0.12794 -0.20710 2.08164  0.12
H2 0.35562 -2.33294 -0.51889  0.08
H3 0.94148 -0.15392 0.58125  0.06
H4 -0.73069 -2.89159 0.77160  0.08
H5 1.97574 0.61466 -1.19758  0.08
H6 -1.32815 -2.77798 -0.89144  0.08
H7 0.18486 2.13849 0.98883  0.12
H8 -2.12283 -0.85573 0.48392  0.15
H9 2.66669 1.01652 0.37014  0.08
H10 -0.34447 1.67641 -1.72731  0.12
H11 2.01511 2.30100 -0.64699  0.05
H12 -1.71289 1.74289 -0.56747  0.13

Values from the calculation:
ΔE to the lowest compared entry with this formula, charge and spin in kcal per mole: 50.8
LUMO energy in eV: 1.11
SMILES: C[C@H]1CO[C@@H](C)C1
Frontier orbital gap in eV: 10.9
2S+1: 1
DFT total energy in hartree: -310.97838
HOMO level in eV: -9.765

=====

# 13
One molecule with the formula C6H12O. Source: the Open Molecules 2025 dataset; level of theory: wB97M-V/def2-TZVPD.

Each line ends with the Löwdin charge.
Geometry (Å):
O1 -0.46833 -0.59145 -1.79179  -0.10
C1 0.73102 0.69436 0.01844  -0.25
C2 0.52833 -1.42277 -1.22948  -0.18
C3 -1.94700 -0.08242 0.06236  -0.09
C4 -1.01943 0.28570 -0.97886  -0.31
C5 0.67595 1.38319 1.36861  -0.10
C6 1.07310 -0.78833 0.05089  -0.19
H1 1.30000 -1.51613 -1.99647  0.12
H2 -0.48742 1.33373 -0.94766  0.14
H3 -2.85963 -0.38207 -0.46625  0.09
H4 0.62194 -1.25692 0.93393  0.11
H5 0.37408 2.43311 1.27729  0.07
H6 -2.19790 0.74227 0.73426  0.09
H7 -1.62286 -0.94221 0.66108  0.08
H8 0.11356 -2.41880 -1.05950  0.12
H9 2.15653 -0.94225 0.12836  0.12
H10 -0.03173 0.88633 2.04274  0.07
H11 1.41280 1.21963 -0.66751  0.13
H12 1.65774 1.36746 1.86016  0.08

Values from the calculation:
ΔE to the lowest compared entry with this formula, charge and spin in kcal per mole: 85.2
LUMO energy in eV: 1.08
Frontier orbital gap in eV: 8.7
2S+1: 1
DFT total energy in hartree: -310.92344
HOMO level in eV: -7.573